Entry 1:
The following is a quantum chemistry calculation of the ion C5H14N3O2Si with charge +1 in a non-equilibrium geometry, from OMol25.

Geometry as XYZ:
```
25
Properties=species:S:1:pos:R:3:forces:R:3
Si -2.7053 -0.3590 0.2696 -0.82 0.64 -0.29
O -2.1685 -1.1668 -1.0296 -0.66 -0.34 -0.84
O -1.3818 0.6705 0.5045 -0.24 0.46 0.22
N 1.3740 -1.4806 -0.0911 0.14 0.06 -0.15
N 0.7464 1.2855 0.2164 -0.20 0.48 0.09
N 0.0472 -0.9829 0.1056 -0.11 -0.67 0.19
C -4.1685 0.7854 -0.0594 0.49 -0.58 0.29
C 2.4444 -0.8832 0.7590 0.60 0.40 0.41
C 1.9722 1.2304 -0.5634 0.23 -0.30 0.00
C 3.0466 0.3571 0.1011 -0.26 0.02 -0.14
C -0.1684 0.2842 0.2473 1.54 0.13 0.03
H 3.5678 0.9242 0.8724 0.01 -0.06 0.01
H 2.3508 2.2468 -0.6654 -0.09 -0.08 -0.06
H 1.9793 -0.6243 1.7131 -0.04 -0.18 -0.17
H 3.7826 0.0742 -0.6533 0.05 0.00 0.03
H 1.2732 -2.4832 0.1209 0.09 0.42 -0.12
H -2.7458 -1.7299 -1.5419 -0.22 -0.07 -0.15
H -4.7968 0.3842 -0.8503 -0.04 -0.12 -0.13
H 1.6458 -1.4147 -1.0856 -0.17 -0.12 0.32
H 1.7536 0.8674 -1.5762 0.02 0.10 0.07
H -3.8560 1.7814 -0.3612 0.19 0.04 -0.06
H 0.3508 2.2004 0.3770 -0.04 -0.08 -0.04
H 3.2196 -1.6296 0.9411 -0.16 -0.06 -0.06
H -2.7669 -1.2292 1.4312 -0.21 -0.10 0.31
H -4.7963 0.8917 0.8182 -0.09 0.01 0.23
```
Forces are in eV/Å.

Results
- LUMO energy: -2.9 eV
- Relative energy (zero: lowest compared OMol25 entry of this formula, charge and spin): 0.0 kJ/mol
- SMILES: C[Si@@H](O)OC1=N[NH2+]CCCN1
- Net charge: +1
- Gap between HOMO and LUMO: 10.459 eV

Need the Mulliken charges? In units of e they are: 0.377 -0.425 -0.396 0.003 -0.168 -0.648 -0.987 -0.626 -0.814 -0.417 0.810 0.336 0.436 0.318 0.315 0.365 0.322 0.315 0.366 0.324 0.295 0.327 0.375 -0.118 0.314

***

Entry 2:
The following is a quantum chemistry calculation of a structure of composition C3H5ClFNOS in a non-equilibrium geometry, from OMol25.

Geometry as XYZ:
```
13
Properties=species:S:1:pos:R:3:forces:R:3
Cl -0.2868 2.2189 -0.2738 1.05 0.22 0.57
S -0.0937 -2.5192 -1.3779 -2.24 -2.82 0.81
F 1.7139 0.7762 0.6726 0.10 0.17 -0.74
O -1.6298 -0.1081 -0.1575 6.58 -3.36 0.79
N 0.5425 -1.3449 -0.3737 1.61 -0.50 0.58
C 0.3455 0.8328 0.7410 -0.79 0.56 -2.43
C -0.0299 0.9042 2.1167 -1.39 -0.87 7.40
C -0.3422 -0.3423 0.0475 -3.51 1.89 -1.19
H -0.2474 2.1081 2.7009 1.13 -4.03 -2.13
H 1.7207 -1.5087 -0.2529 -4.83 1.58 0.22
H -1.1379 0.1565 2.4970 3.72 2.56 -1.60
H 1.0442 0.2411 2.5979 -3.65 2.29 -0.63
H -1.0305 -3.4856 -0.4507 2.22 2.30 -1.64
```
Forces are in eV/Å.

Results
- LUMO energy: 0.0 eV
- Relative energy (zero: lowest compared OMol25 entry of this formula, charge and spin): 384.2 kJ/mol
- Net charge: 0
- Gap between HOMO and LUMO: 9.695 eV

Need the Mulliken charges? In units of e they are: -0.171 -0.171 -0.287 -0.548 -0.289 1.033 -1.032 0.127 0.270 0.387 0.267 0.261 0.154

***

Entry 3:
The following is a quantum chemistry calculation of the molecule C6H10O2 in a non-equilibrium geometry, from OMol25.

Geometry as XYZ:
```
18
Properties=species:S:1:pos:R:3:forces:R:3
O 0.0808 1.8915 -1.4517 1.55 -0.32 0.07
O 1.8984 1.9266 -0.1333 0.00 -0.29 -0.28
C 0.6161 -0.0708 -0.2402 -1.32 -0.09 -0.86
C -1.2676 -0.0629 -0.4067 1.30 -1.25 0.41
C 1.5657 -0.7646 0.6970 -0.14 0.22 0.77
C -0.3070 -1.0009 -1.0036 -0.44 0.01 -0.11
C 0.8616 1.2671 -0.7226 -1.56 1.42 -0.54
C -1.9304 -0.1628 0.9092 -0.25 -0.19 0.45
H -2.8827 -0.6967 0.8123 -0.02 -0.01 0.07
H -0.3471 -2.0028 -0.5736 0.42 0.08 -0.08
H 1.0508 -1.2613 1.5278 0.01 0.01 -0.10
H -0.2282 -1.0071 -2.0891 -0.13 0.01 0.10
H -2.1640 0.8526 1.2529 0.02 -0.24 0.07
H 2.2875 -0.0739 1.1367 -0.17 0.03 -0.04
H 1.8136 2.8474 -0.4329 0.00 -0.25 -0.01
H -1.8580 0.5084 -1.1167 0.97 0.84 0.14
H 2.1370 -1.5348 0.1629 -0.21 0.09 -0.03
H -1.3266 -0.6551 1.6716 -0.03 -0.07 -0.04
```
Forces are in eV/Å.

Results
- LUMO energy: 0.9 eV
- Relative energy (zero: lowest compared OMol25 entry of this formula, charge and spin): 178.2 kJ/mol
- SMILES: C[C@@H]1C[C@@]1(C)C(=O)O
- Net charge: 0
- Gap between HOMO and LUMO: 9.201 eV

Need the Mulliken charges? In units of e they are: -0.665 -0.493 0.516 0.000 -1.326 -0.529 0.527 -1.201 0.356 0.320 0.281 0.273 0.299 0.393 0.336 0.377 0.279 0.257

***

Entry 4:
The following is a quantum chemistry calculation of a cluster of 5 separate species, C35H54BN5O8 in total in a non-equilibrium geometry, from OMol25.

Geometry as XYZ:
```
103
Properties=species:S:1:pos:R:3:forces:R:3
O 1.6372 -3.7386 0.4141 1.01 0.13 -1.06
O 3.8369 -3.9054 0.9369 0.87 0.74 0.42
O 3.0336 0.6379 -2.1504 0.20 -0.28 -1.10
O -2.7947 0.0260 0.4838 0.16 0.30 -0.10
O -0.5169 0.2241 0.6979 2.00 0.28 1.24
O -2.2452 1.1693 3.3326 1.29 -0.10 -0.69
O -4.2053 1.7142 2.5858 -0.84 0.42 -1.01
O 1.7170 1.4809 -0.5466 0.76 0.41 -0.20
N -2.8830 5.3188 2.4098 0.14 0.05 0.02
N -0.9377 -7.6116 2.4981 0.07 -0.03 -0.04
N -1.2839 -1.0536 -5.1223 -0.09 -0.04 -0.09
N 5.5296 2.9495 -3.7574 0.01 0.05 -0.13
N -0.2368 2.5653 1.3746 0.57 -1.16 0.65
C -0.9467 1.5442 0.6088 -1.82 -0.95 -2.38
C -3.0077 1.4282 2.3696 0.28 0.37 1.63
C -2.2602 5.7021 1.2561 -0.04 -0.13 0.09
C 1.0770 -6.9520 3.1391 -0.07 -0.13 0.01
C -2.4611 7.0489 1.0897 0.05 0.01 -0.02
C -2.6870 -2.3563 -6.2345 0.05 -0.03 -0.05
C 1.6500 -2.3478 0.0001 -0.23 2.22 -0.03
C -2.1502 -1.9109 2.8285 0.79 -1.24 0.64
C -0.7342 1.9659 -0.8973 -0.08 1.17 0.36
C -1.5233 -1.3447 -1.1355 0.45 -1.11 -0.14
C -3.4728 6.4031 2.9915 0.01 -0.08 -0.01
C -2.5218 -0.8315 -4.5909 -0.02 0.16 0.01
C -3.4177 -1.6227 -5.2610 0.00 0.05 -0.02
C 2.8714 -4.2919 0.3665 -0.73 -1.03 -0.34
C -1.3720 -1.9848 -6.1214 0.09 0.03 -0.05
C -2.5070 1.3701 0.8565 -1.63 -0.41 0.88
C 5.3577 4.1837 -5.5879 0.07 0.03 -0.02
C 4.1937 3.3768 -5.4685 0.05 -0.03 0.03
C 0.6014 -6.0584 2.1416 0.14 0.00 -0.05
C -3.5232 2.2858 0.1166 0.67 0.45 -0.66
C 0.9771 -2.1151 -1.3673 0.13 -1.43 0.09
C 6.1641 3.8952 -4.5181 0.07 0.02 0.08
C 2.8859 1.2191 -1.1126 0.03 -0.06 0.56
C -0.5269 -2.5035 -1.4537 -0.04 0.50 -1.06
C 2.7256 0.7878 2.5539 0.47 0.79 0.34
C 4.3325 2.6249 -4.3307 -0.16 -0.08 -0.01
C 0.1068 -7.9010 3.3359 0.00 -0.06 0.08
C 3.3984 0.5071 3.9356 -0.08 -0.32 -0.40
C -1.5929 -2.1372 1.3979 -0.64 0.10 0.70
C -2.2174 -3.2998 3.6054 0.42 0.68 -0.77
C 0.4364 2.0767 2.5778 0.87 1.20 1.15
C -0.6399 -6.4934 1.7647 -0.05 -0.03 -0.05
C 2.0128 2.1763 2.5076 -0.46 -0.20 0.24
C 0.6590 1.6735 -1.5046 -1.43 0.41 -1.03
C -3.2320 7.4961 2.1952 -0.05 0.05 0.09
B -1.5511 -0.8181 0.4353 -0.90 0.89 -1.03
H -3.6019 3.2545 0.6473 -0.28 -0.51 -0.25
H 3.6864 1.8895 -3.8784 0.05 0.04 -0.01
H -0.7039 -2.7985 -2.5183 0.16 0.00 0.51
H 0.1309 1.0751 2.9142 -0.15 0.38 -0.48
H 0.0677 -8.7516 3.9969 0.01 0.04 0.01
H -2.2041 -4.1040 2.8403 -0.32 0.16 0.59
H 2.6833 -1.9502 -0.0748 -0.32 -0.62 0.21
H 2.2881 2.7840 1.6249 -0.14 -0.49 0.25
H -0.8776 3.0713 -0.9343 0.03 -0.53 0.05
H 0.5538 0.8508 -2.2330 0.44 -0.02 0.71
H -2.0953 7.6450 0.2687 0.00 -0.03 0.01
H -1.3416 -0.5483 -1.8917 -0.05 -0.20 0.42
H 1.5156 -2.7720 -2.0942 -0.10 0.41 0.33
H -2.6567 -0.1313 -3.7835 -0.03 -0.11 0.05
H 7.1295 4.2796 -4.2324 -0.03 0.02 -0.02
H -3.1385 -1.4324 2.8677 0.50 0.10 -0.28
H -2.5446 -1.7392 -1.3481 0.44 0.28 0.11
H -4.0135 6.3055 3.9181 -0.01 0.00 -0.04
H 5.5775 4.8938 -6.3694 0.01 -0.01 0.03
H -0.4376 -0.6022 -4.8225 -0.05 -0.09 0.11
H 5.8879 2.5528 -2.9073 -0.07 -0.03 -0.04
H 1.2071 -1.0814 -1.6683 -0.35 -0.29 0.20
H -2.2855 -2.8647 0.9012 0.39 0.31 0.15
H -4.4779 -1.6716 -5.0726 0.04 0.00 0.04
H 0.1547 2.7659 3.4031 -0.10 -0.49 -0.36
H 2.3621 2.7640 3.3857 -0.17 -0.29 -0.38
H -1.7899 -8.1367 2.4318 0.03 0.07 0.02
H -3.0808 -3.0753 -6.9357 0.02 0.00 0.03
H -4.4956 1.7722 0.0810 0.43 0.33 0.39
H 1.1652 -1.7151 0.7671 0.02 -0.59 -0.27
H 1.9897 -0.0135 2.3724 0.39 0.33 -0.30
H 3.8029 1.5706 -0.5912 -0.80 -0.03 0.59
H 2.0236 -6.9028 3.6537 -0.03 0.02 0.00
H 2.9486 -5.2281 -0.2346 -0.61 0.28 0.22
H 3.3516 3.3506 -6.1410 0.01 -0.01 0.03
H -0.6268 -2.6762 1.5046 -0.33 0.24 -0.11
H 1.1085 -5.1935 1.7430 -0.33 -0.20 0.26
H -3.2631 2.5289 -0.9355 0.13 -0.27 0.38
H -1.2800 -3.4117 4.1855 -0.55 -0.14 -0.05
H -0.7087 -3.4305 -0.8751 0.05 0.56 0.00
H -2.9044 4.3750 2.7764 -0.15 -0.07 -0.09
H 3.5194 0.7890 1.7777 -0.45 -0.34 0.30
H -0.4954 -2.3004 -6.6630 -0.03 -0.02 0.02
H -1.3373 -6.1031 1.0418 0.03 0.09 0.06
H -0.8472 3.3443 1.5910 -0.11 -0.46 0.07
H -1.7317 4.9836 0.6512 -0.05 0.06 -0.06
H -1.4140 -1.3110 3.3947 -0.71 0.23 -0.34
H -3.1016 -3.3659 4.2640 0.42 -0.14 -0.19
H 3.8449 1.4057 4.3979 -0.22 -0.24 -0.30
H -3.5717 8.5024 2.3852 0.00 -0.03 0.00
H 0.9428 2.5603 -2.1150 0.04 -0.48 0.33
H -1.5309 1.5632 -1.5503 0.60 -0.20 0.33
H 2.6472 0.0937 4.6332 0.40 0.20 -0.18
H 4.2130 -0.2328 3.8032 -0.45 0.20 0.23
```
Forces are in eV/Å.

Results
- LUMO energy: 3.8 eV
- Net charge: -2
- Gap between HOMO and LUMO: 5.230 eV

Atomic partial charges in e from the Mulliken method, atoms 1 to 99: -0.033 -0.527 -0.523 -0.257 0.340 -0.676 -0.836 0.065 0.183 -0.015 0.096 0.054 0.070 0.753 -0.101 0.013 -1.049 -0.829 -0.301 -0.222 -0.400 -0.984 0.640 -0.629 -0.208 -0.688 0.062 -0.657 1.846 -0.374 -0.586 0.508 -1.799 0.122 -0.533 -0.140 -0.828 0.809 -0.464 -0.425 -1.457 0.300 -1.043 -0.152 -0.816 -0.715 -0.573 -0.449 -0.584 0.227 0.538 0.401 -0.216 0.396 0.083 0.728 0.118 0.310 0.052 0.413 -1.388 0.564 0.357 0.381 0.304 0.494 0.415 0.381 0.210 0.215 -0.431 0.230 0.416 0.443 0.537 0.178 0.395 0.395 -0.712 -0.557 0.336 0.399 0.438 0.393 -0.303 0.405 0.241 0.236 0.076 0.199 0.085 0.376 0.464 0.124 0.296 0.017 0.395 0.348 0.369

***

| no. | highest occupied orbital energy (eV) |
| --- | --- |
| 1 | -13.38 |
| 2 | -9.71 |
| 3 | -8.32 |
| 4 | -1.42 |